A) Density functional theory data (the ωB97M-V functional and the def2-TZVPD basis) for a molecular structure, CH2BrClO.

Geometry as ORCA input:
```
! RIJCOSX wB97M-V def2-TZVPD def2/J DEFGRID3
* xyz 0 1
C -0.33647 0.37784 -0.13320
O -2.84704 -1.44120 0.06178
Cl -1.33330 1.63467 0.01953
Br -3.70140 -0.07860 -0.02436
H -0.11016 -0.21235 0.76415
H -0.29356 -0.16815 -1.04782
*
```

The value obtained for the lowest unoccupied orbital energy (spin up / spin down) is -0.38 / -1.81 eV. As for the orbital gap (spin up / spin down): 9.204 / 6.871 eV.



B) Density functional theory data (the ωB97M-V functional and the def2-TZVPD basis) for 2 unconnected molecules or ions with the total composition CH2BrClO.

Geometry as ORCA input:
```
! RIJCOSX wB97M-V def2-TZVPD def2/J DEFGRID3
* xyz 0 1
C -0.39182 -0.37678 0.34500
O 0.96119 0.61505 -1.16502
Cl -0.44396 -2.02868 0.03486
Br -1.82575 0.78231 0.06799
H 0.37737 -0.06129 1.17730
H 1.32297 1.06939 -0.46013
*
```

The value obtained for the lowest unoccupied orbital energy (spin up / spin down) is -1.18 / -1.18 eV. As for the orbital gap (spin up / spin down): 8.556 / 8.556 eV.



C) Density functional theory data (the ωB97M-V functional and the def2-TZVPD basis) for CH2BrClO in the gas phase.

Geometry as ORCA input:
```
! RIJCOSX wB97M-V def2-TZVPD def2/J DEFGRID3
* xyz 0 1
O 0.01208 0.78672 -0.81368
C -0.28965 -0.12393 0.10700
Cl 0.63568 0.49306 1.76321
Br 0.00534 -1.93372 -0.46124
H 0.96142 0.79423 -1.02198
H -1.32487 -0.01636 0.42669
*
```

Its SMILES is O[C@H](Cl)Br. The value obtained for the lowest unoccupied orbital energy is 0.16 eV. As for the orbital gap: 11.004 eV.



Here is how they stack up, most stable first: C), B), A).



A) Density functional theory data (the ωB97M-V functional and the def2-TZVPD basis) for H3NO2S in the gas phase.

Geometry as ORCA input:
```
! RIJCOSX wB97M-V def2-TZVPD def2/J DEFGRID3
* xyz 0 1
N -0.28831 0.67727 -0.32734
O -1.04052 1.65136 -0.34538
O 0.50053 -2.11365 -0.01324
S -0.28321 -0.99061 0.68872
H 0.45493 0.92575 0.02283
H -0.07042 0.31345 -1.52937
H 0.72699 -0.46357 1.50378
*
```

The value obtained for the lowest unoccupied orbital energy (spin up / spin down) is -0.22 / -0.22 eV. As for the orbital gap (spin up / spin down): 8.991 / 8.990 eV.



B) Density functional theory data (the ωB97M-V functional and the def2-TZVPD basis) for 2 unconnected molecules or ions with the total composition H3NO2S.

Geometry as ORCA input:
```
! RIJCOSX wB97M-V def2-TZVPD def2/J DEFGRID3
* xyz 0 1
N 0.02481 -0.73855 0.78938
O 1.25907 1.33978 -0.21494
O -0.16373 -0.09964 -1.64813
S 0.10857 0.49660 -0.40422
H 0.93390 -1.09938 1.07505
H -0.71875 -1.44980 0.52883
H -1.44386 1.55099 -0.12597
*
```

The value obtained for the lowest unoccupied orbital energy is -0.62 eV. As for the orbital gap: 10.368 eV.



Here is how they stack up, most stable first: B), A).



A) Density functional theory data (the ωB97M-V functional and the def2-TZVPD basis) for C2H6ClN3 in the gas phase.

Geometry as ORCA input:
```
! RIJCOSX wB97M-V def2-TZVPD def2/J DEFGRID3
* xyz 0 1
H 0.03801 -2.10054 -1.30170
N -0.38118 -1.17228 -0.95171
C 0.31825 -0.57054 -0.10385
N -0.04574 0.78211 0.52842
C -1.27312 1.41087 0.02242
N 1.63040 -0.82069 0.14108
Cl 2.46062 -2.23502 -0.31710
H -0.03988 0.61952 1.56126
H -1.20794 1.21796 -1.01233
H -2.10073 0.73665 0.33425
H -1.32775 2.50528 0.13381
H 1.92906 -0.37332 0.96544
*
```

Its SMILES is [H]/N=C(/NC)NCl. The value obtained for the lowest unoccupied orbital energy is 0.65 eV. As for the orbital gap: 10.038 eV.



B) Density functional theory data (the ωB97M-V functional and the def2-TZVPD basis) for C2H6ClN3 in the gas phase.

Geometry as ORCA input:
```
! RIJCOSX wB97M-V def2-TZVPD def2/J DEFGRID3
* xyz 0 1
H -1.80919 1.34279 -0.37754
N -0.81276 1.79679 -0.23275
C 0.01426 0.68616 -0.11436
C 1.44001 0.79898 0.28226
Cl 2.76471 -0.32994 -0.21276
N -0.11301 -0.68876 0.10459
N -1.58032 -1.13269 -0.06953
H 1.51247 0.49790 1.35894
H 1.72118 1.74007 -0.06091
H 0.58402 -1.23583 -0.42631
H -1.70054 -1.95364 0.70083
H -2.02083 -1.52183 -0.95246
*
```

Its SMILES is [H]/N=C(/CCl)NN. The value obtained for the lowest unoccupied orbital energy is 0.66 eV. As for the orbital gap: 10.445 eV.



C) Density functional theory data (the ωB97M-V functional and the def2-TZVPD basis) for a molecular structure, C2H6ClN3.

Geometry as ORCA input:
```
! RIJCOSX wB97M-V def2-TZVPD def2/J DEFGRID3
* xyz 0 1
C -0.65811 -0.60301 -0.19764
C 0.68903 -1.29135 0.44664
H 1.08775 1.86080 -0.57374
H 0.46263 2.32048 0.72848
H -0.84928 1.32678 -1.39808
H -2.67055 -0.64318 -0.31986
H 0.62306 -0.91337 1.55920
H 0.76772 -2.39373 0.32078
N 0.72005 1.40201 0.22278
N -0.68421 0.93758 -0.17249
N -1.73853 -1.37568 -0.26577
Cl 2.25047 -0.62735 -0.35029
*
```

The value obtained for the lowest unoccupied orbital energy is 0.49 eV. As for the orbital gap: 9.967 eV.



Here is how they stack up, most stable first: A), B), C).



A) Density functional theory data (the ωB97M-V functional and the def2-TZVPD basis) for a gas-phase ion, C3HO4 (charge -1).

Geometry as ORCA input:
```
! RIJCOSX wB97M-V def2-TZVPD def2/J DEFGRID3
* xyz -1 3
C -0.13950 -0.28456 -0.02473
C 0.28498 -1.49184 0.12322
C -2.76952 -0.32549 0.02034
O 0.73554 -2.60047 0.07652
O -3.57969 0.52537 0.06006
O -1.35725 0.30425 0.18108
O -2.74613 -1.51540 -0.15527
H 0.78623 0.32027 0.15880
*
```

The value obtained for the lowest unoccupied orbital energy (spin up / spin down) is 4.00 / 2.79 eV. As for the orbital gap (spin up / spin down): 5.649 / 8.075 eV.



B) Density functional theory data (the ωB97M-V functional and the def2-TZVPD basis) for a gas-phase ion, C3HO4 (charge -1).

Geometry as ORCA input:
```
! RIJCOSX wB97M-V def2-TZVPD def2/J DEFGRID3
* xyz -1 3
C 0.57265 -0.44571 0.42930
C 1.45893 0.27886 -0.76311
C 0.94967 1.73871 -0.98101
O -0.09109 1.51170 -1.68174
O 1.01731 -1.03758 1.41678
O 2.09149 -0.22647 -1.67688
O 1.47725 2.74922 -0.53534
H -0.45908 -0.33520 0.48996
*
```

The value obtained for the lowest unoccupied orbital energy (spin up / spin down) is 4.16 / 1.85 eV. As for the orbital gap (spin up / spin down): 6.027 / 7.131 eV.



Here is how they stack up, most stable first: B), A).



A) Density functional theory data (the ωB97M-V functional and the def2-TZVPD basis) for 2 unconnected molecules or ions with the total composition C2H9N2O.

Geometry as ORCA input:
```
! RIJCOSX wB97M-V def2-TZVPD def2/J DEFGRID3
* xyz 1 1
C 0.96153 0.36253 -0.44350
C 0.40433 -0.67134 -1.06849
N 0.76344 -1.24067 -2.23322
N 0.28796 1.17044 0.59359
H 1.88883 0.81889 -0.75623
H -0.34216 -1.25159 -0.51941
H 1.15567 -0.92787 -3.08943
H 0.50185 -2.19617 -2.36568
H 0.98384 1.83252 0.90673
H -0.41663 1.75958 0.17123
H -0.02125 0.65600 1.43247
H -2.24386 -0.55356 3.03207
H -2.28533 0.40977 1.95656
O -1.63823 -0.16853 2.38330
*
```

The value obtained for the lowest unoccupied orbital energy is -3.43 eV. As for the orbital gap: 9.544 eV.



B) Density functional theory data (the ωB97M-V functional and the def2-TZVPD basis) for 2 unconnected molecules or ions with the total composition C2H9N2O.

Geometry as ORCA input:
```
! RIJCOSX wB97M-V def2-TZVPD def2/J DEFGRID3
* xyz 1 1
C 0.31695 0.11838 -2.68827
N 0.82993 0.36251 -1.28038
H 0.44703 -0.92599 -2.94666
H -0.75321 0.33258 -2.64815
H 0.85320 0.77964 -3.35461
H 0.62045 1.32256 -1.02478
H 1.81377 0.10834 -1.24223
H 0.35788 -0.23835 -0.59005
C -0.75037 0.07361 2.13188
N -0.67382 -0.64619 3.24176
O -0.10634 -0.15911 1.10865
H -1.38597 0.96731 2.16953
H -0.20144 -1.53617 3.15760
H -1.36806 -0.55912 3.96571
*
```

The value obtained for the lowest unoccupied orbital energy is -3.17 eV. As for the orbital gap: 11.233 eV.



C) Density functional theory data (the ωB97M-V functional and the def2-TZVPD basis) for 2 unconnected molecules or ions with the total composition C2H9N2O.

Geometry as ORCA input:
```
! RIJCOSX wB97M-V def2-TZVPD def2/J DEFGRID3
* xyz 1 1
C 0.63683 -1.17794 0.64746
C 1.67207 -2.02652 0.52114
N 2.46031 -1.91395 -0.73649
N 0.25990 -0.29856 -0.38075
H -0.22730 -1.56145 1.19291
H 2.11301 -2.69301 1.24260
H 3.13397 -2.68489 -0.74967
H 3.03515 -1.08224 -0.91076
H 1.83889 -1.99200 -1.54893
H -0.74088 -0.17604 -0.31363
H 0.61578 0.64071 -0.28303
H -3.81832 4.71291 -0.46352
H -4.99557 4.84285 0.51482
O -4.25232 4.30410 0.27977
*
```

The value obtained for the lowest unoccupied orbital energy is -3.70 eV. As for the orbital gap: 9.690 eV.



Here is how they stack up, most stable first: B), A), C).



A) Density functional theory data (the ωB97M-V functional and the def2-TZVPD basis) for 2 unconnected molecules or ions with the total composition C2H9N2O.

Geometry as ORCA input:
```
! RIJCOSX wB97M-V def2-TZVPD def2/J DEFGRID3
* xyz 1 1
C 1.31266 0.47497 0.96550
C 0.47853 -0.04358 0.06130
N -0.77345 -0.68811 0.52836
N 2.41672 1.20127 0.65080
H 1.07515 0.34048 2.00911
H 0.62762 -0.00161 -0.99573
H -1.37753 0.00522 0.96860
H -0.64608 -1.45682 1.18582
H -1.34745 -1.04086 -0.25427
H 2.69144 1.23756 -0.31936
H 3.18651 1.25720 1.29312
H -3.24778 -0.79525 -2.17508
H -1.94952 0.07181 -2.22121
O -2.44680 -0.56227 -1.69697
*
```

The value obtained for the lowest unoccupied orbital energy is -3.15 eV. As for the orbital gap: 9.894 eV.



B) Density functional theory data (the ωB97M-V functional and the def2-TZVPD basis) for 2 unconnected molecules or ions with the total composition C2H9N2O.

Geometry as ORCA input:
```
! RIJCOSX wB97M-V def2-TZVPD def2/J DEFGRID3
* xyz 1 1
C 1.79531 1.43554 0.39371
N 1.60535 -0.03452 0.04541
H 0.81432 1.86126 0.55770
H 2.45888 1.47596 1.23341
H 2.23921 1.92280 -0.45902
H 1.94584 -0.23802 -0.89630
H 0.59249 -0.31505 -0.00396
H 2.15071 -0.62475 0.67309
C -1.88336 -1.13135 -0.70370
N -2.68320 -0.64732 0.24770
O -0.71275 -0.83366 -0.90941
H -2.39885 -1.84266 -1.36825
H -3.64482 -0.92800 0.20289
H -2.27914 -0.10023 0.98674
*
```

The value obtained for the lowest unoccupied orbital energy is -3.18 eV. As for the orbital gap: 11.589 eV.



Here is how they stack up, most stable first: B), A).



A) Density functional theory data (the ωB97M-V functional and the def2-TZVPD basis) for a molecular structure, C15H31BrP2Ru.

Geometry as ORCA input:
```
! RIJCOSX wB97M-V def2-TZVPD def2/J DEFGRID3
* xyz 2 5
P 1.37628 0.97375 0.87174
P -0.94878 0.40663 -1.02781
C 0.72105 2.33181 -0.09957
C -0.78546 2.10801 -0.23977
H 1.27114 2.32564 -1.06030
H 0.98963 3.28768 0.37676
H -1.34637 2.15682 0.69613
H -1.24575 2.83898 -0.90598
C -0.12172 1.24694 -2.66531
H -0.35268 0.66067 -3.56167
H 0.96065 1.37941 -2.60825
H -0.59106 2.23184 -2.77249
C -2.51792 0.82647 -2.05536
H -2.82555 1.84083 -1.79301
H -3.38773 0.17634 -1.89524
H -2.31219 0.82393 -3.13025
C 2.94173 1.73539 1.57918
H 3.35800 1.12652 2.45274
H 2.69396 2.72293 1.98705
H 3.68229 1.80189 0.77371
C 0.19635 0.96999 2.32201
H -0.77952 0.56208 2.03652
H 0.15242 2.00669 2.69301
H 0.59659 0.35107 3.16382
Ru 2.09797 -0.28379 2.26014
C -0.71314 -1.39448 -2.09688
C 0.64874 -1.28033 -2.49981
C 1.73345 -1.06771 -1.47407
C 1.27635 -0.80177 0.02222
C -3.04406 0.03560 0.96812
C -2.37829 -0.57969 -0.03789
C -2.24864 -2.07482 -0.15509
C -1.13872 -2.51292 -1.15605
C 1.38459 -1.74030 3.58768
H -1.47322 -1.14852 -2.85666
H 0.94511 -1.26943 -3.54700
H 2.44157 -0.27415 -1.76858
H 2.34667 -1.99027 -1.41386
H 0.22964 -1.11686 0.13766
H 1.86703 -1.51612 0.65570
H -3.51854 -0.53660 1.79232
H -3.18277 1.13665 1.01863
H -3.21803 -2.52378 -0.44175
H -2.02139 -2.54230 0.82424
H -0.28389 -2.88029 -0.56487
H -1.50169 -3.36518 -1.75577
H 0.91362 -2.57887 3.04313
H 0.62343 -1.22394 4.20463
H 2.21434 -2.08197 4.22708
Br 4.27450 -1.28044 1.88912
*
```

The value obtained for the lowest unoccupied orbital energy (spin up / spin down) is -7.45 / -9.58 eV. As for the orbital gap (spin up / spin down): 6.783 / 5.537 eV.



B) Density functional theory data (the ωB97M-V functional and the def2-TZVPD basis) for a molecular structure, C15H31BrP2Ru.

Geometry as ORCA input:
```
! RIJCOSX wB97M-V def2-TZVPD def2/J DEFGRID3
* xyz 2 5
P -0.25203 -1.91647 -1.04226
P 0.18235 2.11288 -1.08887
C -0.45935 -0.50355 -2.44069
C 0.38803 0.78529 -2.36268
H -1.54454 -0.26869 -2.49540
H -0.18268 -0.99421 -3.39763
H 1.47624 0.55770 -2.38808
H 0.13801 1.37160 -3.27012
C -1.34584 2.95464 -1.48409
H -1.65475 3.60937 -0.66745
H -2.15135 2.24106 -1.69338
H -1.15194 3.58044 -2.35532
C 1.53817 3.21514 -1.49578
H 1.29896 3.72083 -2.43587
H 2.45731 2.62275 -1.59333
H 1.65993 3.94925 -0.69077
C -1.48656 -3.01700 -1.84149
H -1.56210 -3.89228 -1.18165
H -1.11627 -3.31039 -2.84284
H -2.45895 -2.50074 -1.95654
C 1.32431 -2.58488 -1.56900
H 2.09964 -1.82071 -1.74157
H 1.16062 -3.13183 -2.50610
H 1.63535 -3.28295 -0.78601
Ru -0.22464 -0.11704 2.90684
C 0.25394 2.05045 0.63022
C -0.87652 1.25349 1.28856
C -1.62989 0.21770 0.50486
C -1.66627 -1.18075 1.18029
C -0.28097 -1.90250 0.90469
C 0.91513 -1.11011 1.49840
C 1.60171 -0.12472 0.56204
C 1.53956 1.33953 1.10890
C 0.19821 -1.43286 4.38358
H 0.21921 3.13357 0.90255
H -1.50670 1.95940 1.83183
H -1.10230 0.12168 -0.47960
H -2.64591 0.57909 0.21545
H -2.05319 -1.07121 2.23351
H -2.39913 -1.80507 0.62915
H -0.28550 -2.88309 1.43680
H 1.65342 -1.74654 2.02940
H 1.09868 -0.18200 -0.43448
H 2.64920 -0.47829 0.35893
H 1.45758 1.34170 2.23631
H 2.46901 1.85704 0.84128
H 1.13303 -1.12436 4.89164
H 0.32327 -2.47031 4.01597
H -0.60846 -1.41260 5.13784
Br -0.22500 1.69047 4.51195
*
```

The value obtained for the lowest unoccupied orbital energy (spin up / spin down) is -6.37 / -8.26 eV. As for the orbital gap (spin up / spin down): 7.730 / 6.109 eV.



Here is how they stack up, most stable first: B), A).